(1)
ORCA calculation (wB97M-V/def2-TZVPD) on a single C3H5Br molecule at a distorted geometry.

XYZ file:
```
9
Properties=species:S:1:pos:R:3:forces:R:3
C -0.507453 -0.996845 -0.466665 -0.088 -2.169 -0.984
C -0.012183 0.320531 -0.356306 5.216 4.337 5.615
C 0.716733 0.832784 0.870012 -3.616 -1.435 -6.488
Br 1.425169 2.605246 0.946386 -0.454 -0.850 0.122
H 0.079421 -1.747671 0.032492 -0.350 -0.103 1.315
H -0.528097 -1.483839 -1.450010 -0.114 0.931 -0.363
H -1.509449 -0.780975 -0.189192 -1.481 -1.285 0.659
H -0.238054 1.007771 -1.122332 0.184 0.886 -0.893
H 0.573914 0.242998 1.735616 0.702 -0.311 1.017
```
Positions in Å, forces in eV/Å.

Calculated values
LUMO level	0.9698	eV
E_tot	-73232.340	eV
HOMO energy	-8.514	eV
ΔE to the lowest compared entry with this formula, charge and spin	29.7	kcal/mol


(2)
ORCA calculation (wB97M-V/def2-TZVPD) on a 2-piece molecular cluster, C5H11N2O overall at a distorted geometry.

XYZ file:
```
19
Properties=species:S:1:pos:R:3:forces:R:3
C -2.769729 0.097216 0.420868 -1.540 -0.223 -0.402
O -3.784154 -0.599546 0.911548 0.372 -0.019 0.232
C -1.508634 -0.813879 0.053296 1.961 1.209 0.208
C -0.450031 -0.079431 -0.705239 -0.721 -1.674 -0.304
C 0.938032 -0.250243 -0.365862 -0.076 -0.228 0.870
C 1.853981 0.677427 -0.743346 -0.295 -0.198 0.458
N 3.114497 0.811217 -0.117917 1.243 0.161 -0.281
N 1.350828 -1.364980 0.412584 0.347 0.401 -0.150
H -2.402592 0.894893 1.106638 0.262 0.113 -0.212
H -3.032387 0.556598 -0.578330 0.439 0.251 0.221
H -1.932598 -1.619854 -0.535559 -0.106 -0.029 -0.080
H -1.095080 -1.138289 1.011383 -0.382 -0.751 0.218
H -0.972525 2.092114 -0.877552 -0.210 -0.297 0.815
H -0.839851 1.153076 -0.799414 -0.084 1.366 -1.458
H 1.582749 1.454389 -1.442358 -0.176 0.052 0.088
H 3.917576 0.373628 -0.553005 -0.224 0.036 -0.191
H 3.230321 0.735069 0.882652 -0.642 -0.129 -0.011
H 0.635308 -1.823565 0.949456 -0.221 0.172 -0.011
H 2.164282 -1.155836 0.970149 0.052 -0.212 -0.009
```
Positions in Å, forces in eV/Å.

Calculated values
LUMO level	2.7629	eV
total charge	-1
E_tot	-10385.012	eV
HOMO energy	-2.769	eV
ΔE to the lowest compared entry with this formula, charge and spin	127.4	kcal/mol


(3)
ORCA calculation (wB97M-V/def2-TZVPD) on C16H23N7O4Pm as an isolated structure at a distorted geometry.

XYZ file:
```
51
Properties=species:S:1:pos:R:3:forces:R:3
Pm 0.859800 1.116155 0.383780 0.996 0.949 2.911
N 2.598834 -0.863428 1.057174 0.119 0.610 -0.079
C 2.277898 -1.396002 2.390678 -1.237 0.914 1.319
C 1.819934 -0.236666 3.399429 0.442 -1.258 2.728
O 1.941474 -0.461324 4.643653 0.004 0.228 -2.905
N 1.352469 0.862768 2.843064 -0.271 -1.683 -3.350
C 1.327539 2.109415 3.463686 0.919 2.024 1.200
C 2.097601 3.064379 2.460042 0.096 1.133 1.904
O 2.979122 3.856751 2.739584 -0.987 -1.155 -0.205
O 1.605158 2.914228 1.251323 -0.058 0.138 -1.549
H 2.778915 -1.576363 0.367278 0.052 -0.439 0.029
H 3.468145 -0.333706 1.116598 -0.061 -0.018 0.079
H 3.042750 -1.928758 2.949778 0.460 0.049 -0.392
H 1.442148 -2.093881 2.303778 -0.089 0.026 -0.107
H 1.904695 2.115374 4.420090 -0.772 0.047 -0.477
H 0.272950 2.481764 3.596948 0.999 -0.022 0.116
C 1.252002 -0.387588 -4.198740 0.120 -0.557 -0.279
C 1.457607 -0.062844 -2.801881 0.059 1.140 0.053
N 1.571093 0.335650 -1.728861 0.411 -0.903 -1.615
H 0.778635 0.438535 -4.770362 0.351 -0.507 0.552
H 0.634221 -1.282197 -4.194960 -0.372 0.018 -0.302
H 2.194191 -0.715285 -4.654629 -0.088 0.396 0.072
N -0.992128 -0.262971 0.600588 -1.048 -3.083 -0.150
C -1.281199 -1.381465 0.349101 0.569 3.479 0.741
N -1.686230 -2.531613 -0.008505 -0.216 -1.038 -0.131
C -1.304320 -2.994457 -1.341459 0.458 -1.305 -0.225
C -0.145041 -4.026570 -1.216886 -0.772 -1.266 0.024
O -0.596212 -5.159776 -0.383028 -0.058 2.515 0.042
C -0.869021 -4.650367 0.950259 0.319 -0.500 0.217
C -1.991942 -3.556214 0.999938 1.297 -1.226 -0.921
H -1.033602 -2.107939 -1.919441 -0.095 -0.277 -0.192
H -2.159674 -3.547089 -1.772879 0.282 0.550 0.051
H 0.766711 -3.582034 -0.784674 -0.227 -0.064 -0.032
H 0.089097 -4.496704 -2.197415 -0.147 0.531 0.594
H 0.101784 -4.321799 1.383890 -0.617 0.118 -0.102
H -1.210397 -5.531765 1.512975 0.101 0.395 -0.070
H -2.099478 -3.053769 1.956368 -0.115 -0.361 0.144
H -2.873538 -4.072857 0.647372 -0.602 0.171 0.275
N 0.519121 4.209135 -1.512137 1.399 1.119 0.825
C -0.767999 3.837068 -1.251779 -1.463 -0.436 -0.366
C -1.890853 4.542109 -1.811417 1.421 0.094 -0.404
C -3.143309 4.002803 -1.697213 -0.018 0.153 0.762
C -3.355866 2.836639 -0.914885 -0.733 -0.268 -0.838
C -2.241517 2.223318 -0.380719 -0.291 1.000 -0.030
N -0.964460 2.693953 -0.567320 -0.475 -0.123 0.073
H 0.650422 5.196122 -1.815611 -0.259 -1.240 0.278
H 1.219279 3.976004 -0.764406 -0.982 0.306 -0.768
H -1.674411 5.456111 -2.414647 -0.393 -0.812 0.683
H -3.973944 4.567424 -2.107598 -0.034 -0.302 -0.102
H -4.399146 2.397098 -0.875035 1.566 0.568 0.345
H -2.349308 1.382629 0.299113 0.041 0.172 -0.423
```
Positions in Å, forces in eV/Å.

Calculated values
LUMO level (spin up / spin down)	-3.1026 / -3.1093	eV
total charge	+1
multiplicity	5
E_tot	-52135.823	eV
HOMO energy (spin up / spin down)	-10.188 / -10.203	eV
ΔE to the lowest compared entry with this formula, charge and spin	0.0	kcal/mol
<S²>	6.01


(4)
ORCA calculation (wB97M-V/def2-TZVPD) on a single C3H6NOS molecule at a distorted geometry.

XYZ file:
```
12
Properties=species:S:1:pos:R:3:forces:R:3
O -2.386849 0.081726 1.635742 0.087 0.199 0.204
C -2.025778 0.422946 0.529715 -0.167 -0.239 0.195
N -0.750853 0.417240 0.099409 1.042 0.005 -0.024
C 0.413906 0.209705 0.951643 -0.726 -0.772 -0.341
C 1.644027 -0.347303 0.165417 -0.823 0.556 0.511
S 1.611958 -0.263404 -1.612028 0.132 -0.085 -0.024
H -2.739351 0.785058 -0.219933 -0.053 -0.100 -0.269
H -0.506686 0.475842 -0.873668 -0.440 0.350 -0.339
H 0.601855 1.124723 1.508796 0.361 0.020 -0.007
H 0.160395 -0.582787 1.649361 -0.125 0.202 0.430
H 2.522257 0.201638 0.490423 0.364 -0.106 0.019
H 1.750460 -1.384337 0.490539 0.350 -0.029 -0.352
```
Positions in Å, forces in eV/Å.

Calculated values
LUMO level (spin up / spin down)	0.8247 / -2.4830	eV
multiplicity	2
E_tot	-17579.821	eV
HOMO energy (spin up / spin down)	-9.734 / -9.586	eV
ΔE to the lowest compared entry with this formula, charge and spin	11.6	kcal/mol
<S²>	0.75


(5)
ORCA calculation (wB97M-V/def2-TZVPD) on C19H29Cl3NO4P2Pm as an isolated structure at a distorted geometry.

XYZ file:
```
59
Properties=species:S:1:pos:R:3:forces:R:3
C -0.834817 3.900016 -1.862160 1.209 1.629 0.895
C -0.882534 2.556998 -1.422900 -0.314 -1.464 -0.036
N 0.049445 2.083452 -0.504994 0.127 0.302 0.171
C 0.918590 2.963031 0.048968 -0.420 0.495 -0.396
C 0.908660 4.318377 -0.254359 0.265 -0.406 0.126
C 0.029471 4.806105 -1.238826 -0.906 -1.892 -0.428
C -1.877454 1.699122 -1.941940 0.089 0.111 -0.415
P -2.410691 0.157562 -1.192806 -0.348 1.747 -0.422
Pm -0.355672 -0.126166 0.759831 0.722 -2.071 -1.810
P 2.370103 0.660539 1.017009 0.476 1.026 0.482
C 1.901218 2.470221 1.098303 0.163 -0.082 0.102
C -0.124036 -2.702748 0.466884 -0.444 3.151 0.226
C -1.155124 -3.362559 1.109792 0.527 -1.904 -0.079
C -1.082427 -4.772903 1.223112 -0.332 0.392 0.109
C 0.005933 -5.470591 0.685330 -0.062 0.478 -0.022
C 1.027271 -4.764532 0.034745 0.200 0.259 -0.086
C 0.962659 -3.359222 -0.066774 0.193 -1.711 0.008
O -0.813414 0.722275 -4.416567 -0.109 -0.553 -0.816
O 0.520408 -1.507930 -3.643978 -0.347 -1.065 0.487
H -1.521246 4.213139 -2.632246 -0.083 0.090 -0.024
H 1.601456 4.966754 0.262557 0.015 0.094 -0.054
H 0.014165 5.845427 -1.492671 0.034 0.404 -0.182
C -3.892634 0.863804 -0.359792 -0.301 -0.779 0.249
C -3.169280 -0.884197 -2.488587 0.050 -0.333 0.116
H 2.848236 3.029968 0.994579 -0.441 -0.054 0.211
H 1.499344 2.672257 2.111278 0.154 -0.089 -0.406
H -1.032329 1.126958 -3.579561 -0.936 0.379 1.432
H -2.623731 2.189511 -2.603636 0.430 -0.319 0.507
C 2.843475 0.378948 2.763071 0.171 -0.372 0.058
C 4.002040 0.763026 0.217659 0.126 -0.443 -0.428
H -2.009514 -2.822872 1.526332 0.039 -0.151 0.030
H -1.881722 -5.317799 1.734700 0.259 0.072 -0.168
H 0.057642 -6.557024 0.773961 -0.021 0.309 -0.033
H 1.878310 -5.308069 -0.391971 -0.311 0.142 0.173
H 1.766169 -2.810028 -0.572777 -0.234 -0.271 0.113
H 0.513642 -0.913290 -1.644293 -0.482 -0.029 -1.680
H -0.170772 -2.152762 -3.451231 0.538 -0.911 0.080
H -0.089969 -0.783130 -3.744888 -0.009 1.667 -0.792
H -0.086119 1.278184 -4.655928 0.919 0.311 -0.799
H 0.719049 -0.826306 -0.977570 1.059 0.082 1.070
H -4.604248 1.188853 -1.131228 0.094 -0.046 0.280
H -4.334474 0.085056 0.276897 -0.292 0.283 -0.059
H -3.591073 1.710960 0.265730 -0.034 -0.261 -0.212
H -3.988683 -0.349088 -2.982143 0.198 -0.079 0.038
H -2.428830 -1.198484 -3.236086 -0.228 0.145 0.206
H -3.567081 -1.782896 -1.989918 0.071 0.258 -0.251
H 4.734216 1.258690 0.867845 -0.241 -0.062 -0.124
H 4.341424 -0.260543 0.001841 0.040 0.340 0.003
H 3.918179 1.308923 -0.730307 0.016 -0.165 0.187
H 3.729251 0.972894 3.021749 -0.233 -0.093 0.045
H 2.009199 0.609527 3.436674 0.211 -0.069 -0.176
H 3.080741 -0.691503 2.869179 -0.013 0.348 0.102
Cl -2.708991 2.855081 4.167292 0.045 -0.311 0.091
C -2.223999 1.154983 4.239665 0.622 -0.148 -0.637
Cl -1.307206 0.820227 5.712289 -0.246 0.054 -0.232
Cl -3.645753 0.083004 4.102691 0.261 0.205 0.113
C -1.350288 0.815073 2.961111 0.071 -0.555 -0.006
O -1.698344 1.323095 1.857856 -0.706 0.542 1.724
O -0.402541 -0.050901 3.025305 -1.303 1.378 1.339
```
Positions in Å, forces in eV/Å.

Calculated values
LUMO level (spin up / spin down)	0.0789 / 0.1348	eV
multiplicity	5
E_tot	-102552.276	eV
HOMO energy (spin up / spin down)	-6.701 / -6.703	eV
<S²>	6.01


(6)
ORCA calculation (wB97M-V/def2-TZVPD) on a single C8H14ClNO molecule at a distorted geometry.

XYZ file:
```
25
Properties=species:S:1:pos:R:3:forces:R:3
C -0.129872 -1.272689 -1.650657 -1.108 -2.183 1.398
C -0.483225 -0.898001 -0.392531 1.761 -1.645 -1.185
C -0.556871 -1.903594 0.704666 4.004 -3.414 -1.390
C -0.575871 0.504246 0.064706 0.336 2.754 -0.009
C -1.894153 1.045992 -0.552211 -0.287 -0.829 -0.934
C -0.588941 0.619695 1.620940 0.794 0.498 -0.105
C 0.602650 1.423237 -0.436339 1.245 -3.276 0.112
C 2.031399 1.072239 0.066687 -0.661 -0.811 -0.021
O 2.705280 1.747205 0.811066 -0.375 -0.346 -0.198
N 2.353976 -0.170925 -0.412779 1.436 -0.056 0.859
Cl 3.630339 -1.108524 0.282585 -0.605 0.632 -0.633
H -0.298845 -0.731522 -2.545634 0.404 1.041 -0.530
H 0.086300 -2.368923 -1.828691 -0.468 1.300 0.228
H 0.361963 -1.928013 1.352000 -0.559 0.795 -0.402
H -0.464547 -3.019966 0.385283 -0.948 1.949 0.004
H -1.323402 -1.727130 1.347491 -2.403 0.075 1.620
H -1.843231 1.138346 -1.688369 0.033 -0.872 1.323
H -2.215676 2.054025 -0.318043 0.105 0.109 0.934
H -2.624381 0.258912 -0.214980 -0.015 1.168 -0.741
H 0.406514 0.344990 2.096827 -1.424 -0.160 -0.584
H -1.449064 0.086084 1.973015 -0.042 -0.722 0.621
H -0.796261 1.614877 2.016456 0.192 0.428 -0.670
H 0.499639 2.311751 0.014792 -0.904 3.682 1.039
H 0.701662 1.470960 -1.495377 -0.470 0.263 -0.971
H 1.864611 -0.563275 -1.200910 -0.041 -0.381 0.237
```
Positions in Å, forces in eV/Å.

Calculated values
LUMO level	0.6490	eV
E_tot	-24580.611	eV
HOMO energy	-9.337	eV
ΔE to the lowest compared entry with this formula, charge and spin	60.7	kcal/mol


(7)
ORCA calculation (wB97M-V/def2-TZVPD) on C29H21CrINS4 as an isolated structure.

XYZ file:
```
57
Properties=species:S:1:pos:R:3:forces:R:3
Cr -0.021808 0.093292 0.272872 0.095 0.092 0.084
S -0.142255 -2.594033 -2.494356 0.038 0.184 0.019
C 0.597853 -1.417278 -3.538310 -0.015 -0.074 -0.114
C 1.227928 -1.881558 -4.716964 -0.013 0.004 0.025
C 1.868099 -1.052795 -5.610685 -0.016 0.010 0.005
C 1.928901 0.321604 -5.385314 0.013 -0.028 0.033
C 1.327340 0.822720 -4.252759 0.014 -0.052 0.064
C 0.668263 -0.020761 -3.343950 0.140 0.202 -0.042
S -0.053803 0.923506 -2.010021 -0.400 -0.017 -0.089
C -1.840142 0.672723 -2.248627 0.024 -0.058 0.091
C -2.417067 -0.500819 -1.506344 0.058 0.007 0.016
C -3.628108 -1.050411 -1.891364 -0.031 0.005 -0.016
C -4.163005 -2.083901 -1.146752 0.000 0.015 -0.033
C -3.462225 -2.561638 -0.051614 0.039 -0.070 -0.004
C -2.249120 -1.978470 0.261125 0.045 -0.006 -0.048
C -1.360879 -2.519593 1.340276 -0.014 0.070 0.059
S -0.483123 -1.199932 2.235473 0.044 0.033 0.035
C -1.849230 -0.317963 2.956001 -0.057 0.016 -0.018
C -2.389248 -0.850842 4.126998 -0.002 0.011 -0.041
C -3.470370 -0.247197 4.735515 -0.001 0.015 -0.010
C -3.997472 0.911880 4.170579 -0.004 -0.002 0.004
C -3.450724 1.451461 3.024660 0.022 -0.002 -0.017
C -2.356036 0.853818 2.379358 -0.018 -0.068 0.026
S -1.699492 1.650396 0.964651 0.124 -0.100 -0.125
N -1.760091 -0.951040 -0.436529 -0.042 -0.056 0.042
H 1.193710 -2.948222 -4.893603 0.003 -0.004 -0.009
H 2.329336 -1.477782 -6.493833 0.003 -0.010 0.005
H 2.436940 0.982764 -6.073834 -0.009 -0.004 -0.008
H 1.361144 1.884824 -4.046064 -0.022 0.008 -0.005
H -2.022178 0.593014 -3.318891 -0.009 -0.028 0.000
H -2.315663 1.582625 -1.876079 0.013 0.014 -0.014
H -4.134827 -0.667976 -2.766570 -0.008 -0.005 0.002
H -5.111403 -2.524213 -1.424122 -0.004 -0.001 0.002
H -3.835523 -3.384772 0.541414 -0.006 0.000 -0.001
H -0.566545 -3.121314 0.887181 -0.028 -0.033 -0.010
H -1.907690 -3.129624 2.056582 0.005 -0.020 -0.011
H -1.947653 -1.744382 4.551960 0.006 0.001 0.006
H -3.891769 -0.663329 5.640023 0.000 0.001 0.004
H -4.842037 1.402903 4.636889 -0.001 0.004 0.000
H -3.859188 2.359432 2.600222 -0.013 0.000 0.006
I 2.088300 -1.465937 -0.559708 -0.127 -0.054 0.046
C 3.445359 -0.048361 0.183506 -0.102 -0.053 -0.008
C 4.766882 -0.184395 -0.120045 0.039 0.046 0.018
C 5.687855 0.764200 0.373244 -0.019 -0.037 -0.015
C 5.247049 1.771779 1.178107 -0.016 -0.001 0.009
C 3.876006 1.900378 1.514771 0.002 -0.022 0.009
C 3.452514 2.889142 2.432420 -0.008 0.007 -0.006
C 2.145666 2.940315 2.805550 -0.011 -0.016 -0.022
C 1.195516 2.075278 2.215891 -0.041 0.060 0.004
C 1.509705 1.135519 1.255578 0.218 0.095 0.002
C 2.914745 1.004397 0.968462 0.047 -0.077 0.068
H 5.110511 -1.010054 -0.729870 0.013 -0.003 0.005
H 6.737389 0.671634 0.127086 0.001 -0.004 -0.003
H 5.946741 2.486801 1.594358 -0.003 0.008 -0.001
H 4.183836 3.575139 2.843066 0.007 -0.010 0.009
H 1.812288 3.668622 3.534722 0.000 -0.008 0.010
H 0.168798 2.208429 2.527668 0.022 0.010 -0.039
```
Positions in Å, forces in eV/Å.

Calculated values
LUMO level (spin up / spin down)	-0.4878 / -0.1574	eV
multiplicity	4
E_tot	-111768.331	eV
HOMO energy (spin up / spin down)	-6.875 / -6.873	eV
ΔE to the lowest compared entry with this formula, charge and spin	0.0	kcal/mol
<S²>	3.84